Here is 2 unconnected molecules or ions with the total composition C23H23NO3 in a non-equilibrium geometry from the OMol25 dataset. Energies are from the ωB97M-V functional and the def2-TZVPD basis.

Geometry as XYZ:
```
50
Properties=species:S:1:pos:R:3:forces:R:3
C 3.332137 3.584955 3.747466 0.28 0.16 0.08
C 2.137892 2.926642 3.128999 -0.20 -0.19 -0.25
C 1.702476 1.676181 3.584405 -0.17 0.48 -0.30
C 0.608411 1.049737 3.006627 0.15 0.09 0.03
C -0.086146 1.633906 1.919512 1.22 0.66 0.51
C -1.194633 1.009627 1.281535 -0.49 -0.64 -0.44
N -1.894414 -0.008578 1.872057 -0.60 -0.98 -0.21
O -3.092694 -0.249042 1.513717 1.42 0.24 0.12
O -1.317013 -0.771523 2.714267 -1.06 0.40 -0.46
C 0.353114 2.922310 1.484835 -0.44 -0.75 -0.01
C 1.445191 3.542688 2.071428 0.06 -0.21 0.28
H 3.430685 4.614457 3.392408 0.04 -0.09 0.10
H 3.268108 3.600042 4.841616 -0.02 0.02 -0.17
H 4.256091 3.052832 3.487896 -0.12 0.08 0.03
H 2.215516 1.192035 4.416175 -0.10 0.14 -0.15
H 0.235633 0.112564 3.402418 0.34 0.26 -0.13
H -1.677121 1.481733 0.428150 -0.16 -0.13 0.43
H -0.239089 3.418080 0.709483 0.36 -0.08 0.15
H 1.773195 4.530246 1.733072 -0.18 -0.31 0.07
C -5.522352 -3.274785 -2.926773 0.30 -0.13 0.57
O -4.975793 -3.452603 -1.599934 0.64 0.08 -0.35
C -3.692635 -3.105447 -1.336447 0.04 0.50 0.38
C -3.277637 -3.234519 0.015812 -0.77 -0.23 -0.97
C -2.084887 -2.704532 0.410897 0.50 0.16 0.19
C -1.197937 -2.052341 -0.504528 -0.41 -0.29 0.06
C -0.076209 -1.374828 0.020459 -0.37 -0.41 0.30
C 0.917360 -0.676199 -0.723590 1.17 1.08 -0.74
C 2.270985 -0.679990 -0.269680 -0.79 -0.13 0.06
C 3.257451 0.012419 -0.949519 -0.14 -0.04 -0.24
C 2.948282 0.728267 -2.115128 -0.16 -0.26 0.26
C 4.019598 1.480883 -2.833160 0.29 0.25 -0.24
C 1.628379 0.736218 -2.584247 0.13 -0.04 0.03
C 0.624627 0.082980 -1.890389 -0.09 -0.53 0.30
C -1.538563 -2.139072 -1.887526 -0.41 0.16 0.09
C -2.782050 -2.586958 -2.301452 -0.13 -0.27 0.35
H -6.540323 -3.648035 -2.826847 0.10 0.09 -0.20
H -5.530337 -2.218397 -3.216113 0.05 -0.14 0.11
H -4.969550 -3.866934 -3.664105 -0.09 0.07 0.12
H -3.954561 -3.710650 0.724354 0.18 0.19 -0.19
H -1.779664 -2.808354 1.448488 -0.10 0.30 -0.11
H 0.157911 -1.562985 1.075141 -0.24 0.15 -0.27
H 2.515762 -1.284434 0.607921 -0.04 0.32 -0.21
H 4.294136 -0.019487 -0.604583 -0.36 0.02 -0.04
H 3.700862 1.749316 -3.844229 0.08 -0.03 0.11
H 4.268058 2.412056 -2.307748 -0.09 -0.15 -0.05
H 4.945821 0.899764 -2.901504 -0.17 0.06 0.00
H 1.403576 1.246548 -3.525279 0.00 -0.03 0.41
H -0.411652 0.137441 -2.237093 0.44 0.14 0.17
H -0.809011 -1.848365 -2.633612 -0.15 0.07 0.04
H -3.066988 -2.555868 -3.355652 0.23 -0.08 0.37
```
Positions in Å, forces in eV/Å.

Results
Energy relative to the best compared isomer or geometry (same formula, charge and spin) ... 157.7 kcal/mol
Total charge ... 0
Multiplicity ... 1
LUMO ... -1.8 eV

Löwdin population analysis, charges in e, atoms 1 to 5: -0.069 -0.292 -0.045 -0.024 -0.207

---

Here is 2 unconnected molecules or ions with the total composition C16H38BNO7P in a non-equilibrium geometry from the OMol25 dataset. Energies are from the ωB97M-V functional and the def2-TZVPD basis.

Geometry as XYZ:
```
64
Properties=species:S:1:pos:R:3:forces:R:3
C 1.023533 -0.230560 -4.923484 0.63 -0.25 0.01
C 2.201715 -0.914747 -4.210872 -0.68 0.58 -0.04
C 1.810991 -1.589659 -2.877321 1.75 -0.14 -0.50
C 1.120302 -2.972795 -2.965318 -0.34 0.41 0.77
C -0.346579 -2.896507 -2.580292 0.16 -0.31 -0.45
O -1.108899 -2.420245 -3.697854 -0.52 -0.21 0.22
C 3.211779 -1.746443 -2.134328 -0.31 1.36 0.31
O 3.236726 -0.605462 -1.320315 0.27 -0.79 0.78
B 1.838376 -0.378278 -0.848194 0.69 1.25 -0.31
C 1.769994 1.200609 -0.410505 -0.95 -0.53 0.09
C 2.000551 1.487355 1.086903 -0.08 0.06 -0.63
C 3.126179 0.685598 1.731078 0.21 0.95 0.38
C 4.524417 1.006164 1.180506 0.16 -0.88 0.60
N 5.562103 0.722931 2.215569 -0.08 0.31 -0.38
O 1.098966 -0.644154 -2.135469 -0.52 -0.48 0.22
H 0.236739 -0.964044 -5.096408 -0.14 0.21 -0.27
H 0.661934 0.593648 -4.310343 -0.17 -0.17 0.13
H 1.384665 0.215794 -5.854923 -0.22 -0.17 -0.16
H 2.886783 -0.107422 -3.932963 0.12 -0.14 0.08
H 2.757039 -1.577646 -4.883208 -0.19 -0.21 0.05
H 1.218388 -3.461698 -3.937205 0.00 0.13 -0.07
H 1.593021 -3.623183 -2.220504 0.05 -0.06 -0.11
H -0.501904 -2.242055 -1.724962 0.25 0.00 0.05
H -0.687430 -3.899807 -2.300386 -0.26 0.04 -0.25
H -1.321416 -1.500875 -3.522171 0.17 0.14 -0.02
H 4.074602 -1.608893 -2.797465 -0.15 -0.61 -0.30
H 3.323250 -2.680549 -1.560078 -0.19 -0.02 -0.03
H 1.468429 -1.087780 0.092372 -0.06 -0.46 -0.12
H 0.744505 1.537448 -0.636709 0.10 0.14 -0.10
H 2.435072 1.770348 -1.069053 0.12 0.02 0.13
H 1.069828 1.318117 1.636148 0.05 -0.22 -0.03
H 2.205971 2.563512 1.198022 0.16 -0.06 0.23
H 2.936605 -0.388487 1.747337 -0.05 0.00 -0.33
H 3.164521 0.990011 2.789917 -0.06 -0.05 0.01
H 4.593258 2.045953 0.858072 0.05 0.03 0.06
H 4.776460 0.357103 0.344339 -0.27 0.21 -0.26
H 5.355704 -0.215761 2.542323 0.17 -0.03 0.11
H 5.375823 1.328172 3.009046 0.02 -0.05 0.08
O -0.975050 0.023738 2.360021 -0.67 -3.02 0.30
P -2.439464 0.115744 2.188126 -0.91 5.78 -0.50
O -2.710121 0.699145 0.697512 -0.06 -0.78 0.45
C -2.360566 -0.103285 -0.442624 0.18 -0.28 -0.28
C -3.292350 -1.292895 -0.607691 0.00 0.02 0.16
O -2.782573 1.440996 3.087250 -0.35 -0.48 0.00
C -1.820877 2.043996 3.947318 0.16 0.34 0.06
C -1.148839 3.212651 3.258179 -0.03 0.06 -0.19
O -3.903177 -0.540953 2.422102 1.71 -1.56 -0.04
C -4.966281 0.021202 3.193969 -0.48 -0.12 0.42
C -5.708041 1.090060 2.424441 0.11 0.12 -0.26
H -1.319456 -0.430361 -0.361623 0.01 0.09 0.03
H -2.430883 0.549660 -1.311681 0.00 0.13 0.12
H -3.171041 -2.001687 0.216091 0.03 -0.03 -0.06
H -3.079357 -1.817587 -1.540571 0.05 0.01 0.01
H -4.336331 -0.975515 -0.609858 0.01 0.05 -0.05
H -1.092110 1.316191 4.300106 0.03 -0.08 -0.19
H -2.367707 2.400322 4.825904 -0.12 -0.05 -0.07
H -0.679096 2.901118 2.324872 0.09 -0.11 0.08
H -0.387917 3.657622 3.901557 0.00 -0.01 0.01
H -1.886119 3.977780 3.006525 -0.01 0.01 0.07
H -4.615191 0.375871 4.160513 0.21 0.14 -0.11
H -5.650356 -0.804903 3.404165 0.15 -0.12 -0.13
H -5.055297 1.915866 2.148981 0.07 -0.01 0.12
H -6.530550 1.481478 3.026090 -0.01 -0.06 0.02
H -6.113254 0.678031 1.499025 -0.06 -0.05 0.05
```
Positions in Å, forces in eV/Å.

Results
Total charge ... -1
Multiplicity ... 1
LUMO ... 2.5 eV

Löwdin population analysis, charges in e, atoms 1 to 5: -0.096 -0.179 -0.459 -0.091 -0.249

---

Here is a gas-phase ion, C5H6N (charge +1) in a non-equilibrium geometry from the OMol25 dataset. Energies are from the ωB97M-V functional and the def2-TZVPD basis.

Geometry as XYZ:
```
12
Properties=species:S:1:pos:R:3:forces:R:3
C 2.001119 0.115566 0.019647 2.98 0.55 0.25
C 0.794175 0.279043 -0.116637 -8.37 0.20 2.29
C 3.331511 -0.095014 0.083155 -1.75 0.79 0.89
C -2.053509 0.754204 0.151028 -2.20 0.89 -0.04
C -0.741037 0.224596 0.433028 6.48 -0.08 -2.53
N -1.706880 -0.654157 -0.262012 -1.63 -0.70 1.72
H 4.065061 0.581279 0.568411 -0.59 -0.54 -0.74
H 3.483882 -1.103410 -0.187981 1.31 -0.96 -0.30
H -2.739658 0.789703 1.053383 0.90 -0.26 -1.05
H -2.535569 1.372053 -0.673231 1.53 -0.49 0.90
H -2.289315 -1.403761 0.144673 0.88 0.40 0.52
H -1.609776 -0.860107 -1.213465 0.45 0.21 -1.91
```
Positions in Å, forces in eV/Å.

Results
Energy relative to the best compared isomer or geometry (same formula, charge and spin) ... 150.9 kcal/mol
Total charge ... +1
SMILES ... C=C=C=C1C[NH2+]1
Multiplicity ... 1
LUMO (alpha / beta) ... -6.0 / -5.6 eV

Löwdin population analysis, charges in e, atoms 1 to 5: -0.116 0.130 0.149 -0.048 -0.041